No. 1
CCl5NO2S | the ωB97M-V functional and the def2-TZVPD basis

Geometry as ORCA input:
```
! wB97M-V def2-TZVPD RIJCOSX def2/J DEFGRID3
* xyz 0 3
C 0.780 1.027 1.179
N -2.166 -1.827 0.224
O -0.468 0.169 -1.036
O 1.856 1.043 -1.306
S 0.501 1.269 -0.775
Cl -0.652 1.184 2.110
Cl 1.479 -0.569 1.356
Cl 1.874 2.246 1.603
Cl -3.580 -1.235 -0.356
Cl -1.059 -2.167 -0.866
*
```

Computed properties:
Highest occupied orbital energy (spin up / spin down) = -9.117 / -10.185 eV
Gap between HOMO and LUMO (spin up / spin down) = 9.42 / 6.57 eV

***

No. 2
C3H2NO2S2 | the ωB97M-V functional and the def2-TZVPD basis

Geometry as ORCA input:
```
! wB97M-V def2-TZVPD RIJCOSX def2/J DEFGRID3
* xyz -1 1
C -0.453 -0.638 -0.667
C -1.760 0.682 0.671
C 0.276 0.147 0.119
N -0.545 0.971 0.846
O 2.416 -0.824 1.136
O 2.442 -0.170 -1.300
S -2.210 -0.559 -0.446
S 2.253 0.241 0.096
H 0.078 -1.200 -1.393
H -2.499 1.350 0.937
*
```

Computed properties:
ΔE to the lowest compared entry with this formula, charge and spin = 101.6 kJ/mol
Highest occupied orbital energy = -3.648 eV
Gap between HOMO and LUMO = 6.64 eV

***

No. 3
C28H28F3LaN5O5S2SeSi | the ωB97M-V functional and the def2-TZVPD basis

Geometry as ORCA input:
```
! wB97M-V def2-TZVPD RIJCOSX def2/J DEFGRID3
* xyz -1 1
La -0.269 -0.222 0.002
O 2.232 0.266 -0.627
C 2.301 -0.962 -0.400
O 1.779 -1.479 0.626
C 2.890 -1.898 -1.412
C 4.251 -2.108 -1.549
C 4.728 -3.052 -2.444
C 3.834 -3.762 -3.230
C 2.478 -3.531 -3.129
C 1.979 -2.617 -2.201
S 0.251 -2.429 -2.039
H 4.937 -1.542 -0.935
H 5.789 -3.248 -2.513
H 4.199 -4.512 -3.919
H 1.775 -4.074 -3.740
N 1.929 2.994 -1.754
C 1.158 3.393 -0.694
C 1.511 4.624 -0.104
C 0.730 5.136 0.904
C -0.381 4.410 1.317
C -0.630 3.191 0.713
N 0.119 2.677 -0.263
C 1.814 1.972 -2.673
C 2.884 1.818 -3.568
C 2.806 0.846 -4.541
C 1.660 0.068 -4.609
C 0.648 0.317 -3.699
N 0.710 1.239 -2.744
H 2.808 3.490 -1.831
H 2.375 5.166 -0.462
H 0.972 6.085 1.359
H -1.021 4.768 2.105
H -1.467 2.580 1.033
H 3.755 2.452 -3.491
H 3.620 0.695 -5.236
H 1.553 -0.711 -5.346
H -0.267 -0.254 -3.743
C -5.220 0.927 -2.247
Si -3.943 0.166 -1.012
C -4.238 -1.729 -1.096
C -4.464 0.943 0.667
C -2.176 0.528 -1.508
H -6.246 0.685 -1.989
H -5.043 0.569 -3.257
H -5.125 2.008 -2.263
H -4.941 -2.098 -0.354
H -3.293 -2.247 -0.943
H -4.612 -2.017 -2.075
H -5.354 0.482 1.087
H -4.669 2.003 0.548
H -3.667 0.851 1.396
H -2.059 1.598 -1.714
H -2.015 0.017 -2.466
F 1.262 1.019 2.039
C 0.612 1.022 3.235
F 1.540 0.946 4.189
F 0.048 2.236 3.346
S -0.735 -0.318 3.127
O -1.421 -0.249 4.377
O 0.019 -1.500 2.843
O -1.439 0.266 1.991
Se 0.131 -3.481 0.584
N -1.290 -2.472 0.696
C -2.138 -3.030 1.579
C -3.328 -2.459 2.051
C -4.112 -3.183 2.913
C -3.750 -4.472 3.333
C -2.573 -5.039 2.919
C -1.734 -4.319 2.055
N -0.535 -4.721 1.611
H -3.574 -1.453 1.756
H -5.021 -2.746 3.299
H -4.401 -5.007 4.012
H -2.261 -6.012 3.265
*
```

Computed properties:
ΔE to the lowest compared entry with this formula, charge and spin = 37.1 kJ/mol
Highest occupied orbital energy = -4.507 eV
Gap between HOMO and LUMO = 6.70 eV

***

No. 4
C6H14P2 | the ωB97M-V functional and the def2-TZVPD basis

Geometry as ORCA input:
```
! wB97M-V def2-TZVPD RIJCOSX def2/J DEFGRID3
* xyz 2 1
C 0.820 0.580 1.056
C -0.263 -0.104 0.695
C 1.671 -1.768 2.696
C -0.700 -0.101 3.726
C -1.184 1.338 -2.398
C -0.054 0.036 -4.683
P 0.264 -0.658 2.351
P -0.187 -0.094 -2.869
H 1.340 1.386 0.712
H -0.972 -0.192 -0.127
H 1.402 -2.261 3.641
H 2.460 -1.007 2.921
H 1.893 -2.582 1.954
H -0.085 0.114 4.630
H -1.417 -0.913 3.895
H -1.259 0.956 3.715
H -1.929 1.578 -3.175
H -0.276 2.034 -2.352
H -1.475 1.396 -1.328
H 0.572 -0.845 -4.968
H 0.454 0.961 -4.966
H -1.074 0.146 -5.126
*
```

Computed properties:
ΔE to the lowest compared entry with this formula, charge and spin = 27.5 kJ/mol
Highest occupied orbital energy = -18.117 eV
Gap between HOMO and LUMO = 7.89 eV

***

No. 5
C2H3CsFO2 | the ωB97M-V functional and the def2-TZVPD basis

Geometry as ORCA input:
```
! wB97M-V def2-TZVPD RIJCOSX def2/J DEFGRID3
* xyz 1 1
F -1.552 -0.992 2.511
H -1.961 -0.395 1.839
O -0.911 0.357 -0.383
C -0.050 -0.487 -0.151
C 1.423 -0.060 -0.326
O 1.664 0.895 -1.025
Cs -0.524 2.768 -2.760
H -0.267 -1.562 -0.035
H 2.179 -0.525 0.331
*
```

Computed properties:
ΔE to the lowest compared entry with this formula, charge and spin = 7.8 kJ/mol
Highest occupied orbital energy = -14.144 eV
Gap between HOMO and LUMO = 9.45 eV

***

No. 6
C6H12NO2 | the ωB97M-V functional and the def2-TZVPD basis

Geometry as ORCA input:
```
! wB97M-V def2-TZVPD RIJCOSX def2/J DEFGRID3
* xyz 1 1
C 1.355 -0.004 0.204
C -0.612 -1.066 0.970
C 0.165 0.867 -0.276
C -1.506 -2.157 0.678
C 0.023 0.803 -1.807
C 0.272 2.387 0.101
N 0.779 -1.241 0.498
O 1.286 -2.349 0.261
O -0.969 0.236 0.378
H 2.227 -0.216 -0.485
H 1.865 0.265 1.166
H -0.443 -0.988 2.129
H -2.057 -2.542 1.459
H -0.947 -3.070 0.175
H -2.379 -1.806 -0.067
H 1.046 0.873 -2.193
H -0.525 1.635 -2.134
H -0.536 -0.087 -1.808
H 0.253 2.582 1.236
H -0.453 3.058 -0.283
H 1.156 2.821 -0.201
*
```

Computed properties:
ΔE to the lowest compared entry with this formula, charge and spin = 397.3 kJ/mol
Highest occupied orbital energy = -14.883 eV
Gap between HOMO and LUMO = 7.51 eV
SMILES = C[C@@H]1OC(C)(C)C[N+]1=O

***

No. 7
C3H5CdO3 | the ωB97M-V functional and the def2-TZVPD basis

Geometry as ORCA input:
```
! wB97M-V def2-TZVPD RIJCOSX def2/J DEFGRID3
* xyz 0 2
Cd 2.602 0.585 0.603
O 2.023 -1.341 0.007
O -0.185 -1.222 0.434
C -1.201 -0.259 0.167
C -0.474 1.092 0.165
O 0.819 0.821 -0.309
C 0.866 -1.029 -0.407
H -1.641 -0.462 -0.823
H -1.965 -0.344 0.947
H -0.455 1.509 1.186
H -1.002 1.800 -0.494
H 0.612 -1.151 -1.476
*
```

Computed properties:
ΔE to the lowest compared entry with this formula, charge and spin = 0.0 kJ/mol
Highest occupied orbital energy (spin up / spin down) = -7.347 / -10.188 eV
Gap between HOMO and LUMO (spin up / spin down) = 8.30 / 9.31 eV

***

No. 8
C8H16BF4S8SbSc | the ωB97M-V functional and the def2-TZVPD basis

Geometry as ORCA input:
```
! wB97M-V def2-TZVPD RIJCOSX def2/J DEFGRID3
* xyz -1 1
Sc -1.209 -0.462 -1.695
C -1.547 -0.819 2.463
C -0.376 -1.785 2.391
S 1.227 -0.956 2.461
C 2.204 -1.931 1.284
C 3.031 -1.065 0.350
S 2.060 -0.032 -0.761
C 2.260 1.573 0.026
C 1.524 2.613 -0.810
S -0.227 2.331 -1.157
C -0.998 2.792 0.407
C -0.913 1.774 1.536
S -1.828 0.297 1.071
H -1.493 -0.186 3.353
H -2.472 -1.391 2.555
H -0.426 -2.349 1.460
H -0.476 -2.490 3.219
H 1.526 -2.537 0.682
H 2.867 -2.604 1.830
H 3.600 -1.727 -0.304
H 3.738 -0.434 0.895
H 3.320 1.843 0.036
H 1.921 1.570 1.062
H 1.987 2.672 -1.797
H 1.610 3.604 -0.358
H -2.043 2.991 0.161
H -0.561 3.738 0.734
H -1.377 2.198 2.430
H 0.114 1.512 1.773
S 2.677 -3.002 -2.564
Sb 0.494 -2.798 -3.114
S -0.007 -0.497 -3.735
S -0.771 -2.709 -1.033
S -0.557 -4.164 -4.543
F -4.537 0.652 -0.892
B -3.861 0.512 -2.070
F -3.254 -0.821 -2.134
F -4.587 0.776 -3.181
F -2.639 1.311 -2.031
*
```

Computed properties:
ΔE to the lowest compared entry with this formula, charge and spin = 29.9 kJ/mol
Highest occupied orbital energy = -4.720 eV
Gap between HOMO and LUMO = 6.58 eV

***

No. 9
C16H19CoN7O2P | the ωB97M-V functional and the def2-TZVPD basis

Geometry as ORCA input:
```
! wB97M-V def2-TZVPD RIJCOSX def2/J DEFGRID3
* xyz 1 2
Co -0.446 1.011 -0.897
C -2.646 -3.872 -0.293
N -2.494 -2.508 -0.769
C -3.361 -1.850 -1.594
C -2.847 -0.602 -1.795
N -1.678 -0.502 -1.104
C -1.484 -1.659 -0.488
P -0.039 -1.975 0.580
C 1.193 -1.338 -0.599
N 1.103 -0.191 -1.265
C 2.216 -0.078 -2.033
C 2.997 -1.181 -1.832
N 2.346 -1.969 -0.924
C 2.833 -3.240 -0.419
C -0.225 -0.464 1.594
N -0.458 0.741 1.101
C -0.572 1.594 2.150
C -0.399 0.890 3.308
N -0.179 -0.409 2.948
C 0.060 -1.511 3.864
H -3.561 -4.279 -0.714
H -1.804 -4.481 -0.615
H -2.718 -3.887 0.793
H -4.257 -2.317 -1.962
H -3.242 0.212 -2.376
H 2.407 0.790 -2.633
H 3.948 -1.461 -2.247
H 3.782 -3.454 -0.901
H 2.987 -3.189 0.658
H 2.129 -4.038 -0.651
H -0.794 2.639 2.010
H -0.417 1.198 4.338
H 0.031 -1.122 4.878
H -0.711 -2.271 3.753
H 1.039 -1.950 3.682
O -1.756 2.962 -0.492
C -0.651 3.492 -0.681
C -0.243 4.946 -0.661
C 1.259 4.868 -0.979
C 1.540 3.376 -1.164
O 2.602 2.869 -1.451
N 0.372 2.699 -0.955
H -0.476 5.380 0.311
H -0.824 5.492 -1.402
H 1.898 5.245 -0.180
H 1.543 5.393 -1.890
*
```

Computed properties:
Highest occupied orbital energy (spin up / spin down) = -11.711 / -11.753 eV
Gap between HOMO and LUMO (spin up / spin down) = 9.16 / 9.14 eV

***

No. 10
C14H42O7 | the ωB97M-V functional and the def2-TZVPD basis

Geometry as ORCA input:
```
! wB97M-V def2-TZVPD RIJCOSX def2/J DEFGRID3
* xyz 0 1
C -0.650 -3.935 -2.528
C -0.403 -5.192 -3.356
O 0.264 -4.811 -4.553
H -1.219 -3.191 -3.086
H 0.246 -3.525 -2.063
H -1.269 -4.104 -1.635
H -1.257 -5.849 -3.514
H 0.265 -5.851 -2.788
H 1.195 -4.680 -4.362
C -2.170 1.568 4.834
C -1.435 1.535 6.171
O -0.292 2.405 6.097
H -2.139 2.561 4.380
H -3.196 1.219 4.955
H -1.657 1.006 4.049
H -1.037 0.543 6.377
H -2.131 1.822 6.962
H -0.671 3.290 6.073
C -1.113 -2.804 2.102
C -2.283 -2.303 1.252
O -1.857 -1.713 0.048
H -0.513 -3.540 1.559
H -1.501 -3.362 2.956
H -0.389 -2.085 2.484
H -2.909 -1.610 1.822
H -2.879 -3.194 1.032
H -2.517 -1.810 -0.643
C 3.453 3.671 -0.470
C 4.305 2.377 -0.695
O 4.872 2.415 -1.977
H 3.386 4.223 -1.408
H 3.960 4.328 0.238
H 2.431 3.436 -0.175
H 3.577 1.575 -0.573
H 4.992 2.261 0.147
H 5.597 3.043 -2.000
C -2.422 1.864 1.126
C -2.696 2.687 -0.147
O -2.400 4.059 0.121
H -3.205 2.109 1.846
H -1.489 2.185 1.585
H -2.450 0.809 0.849
H -3.751 2.667 -0.405
H -2.011 2.362 -0.934
H -1.454 4.219 0.114
C 1.041 0.412 1.265
C 0.941 -0.052 -0.179
O 1.010 -1.472 -0.300
H 0.055 0.444 1.741
H 1.563 1.366 1.319
H 1.481 -0.298 1.969
H 1.718 0.408 -0.796
H 0.019 0.226 -0.702
H 0.101 -1.796 -0.378
C 1.290 0.675 -4.194
C 1.057 -0.859 -4.250
O 1.922 -1.474 -3.327
H 1.319 1.088 -3.180
H 0.434 1.218 -4.610
H 2.220 1.038 -4.632
H 1.086 -1.270 -5.256
H 0.022 -0.990 -3.907
H 1.543 -1.341 -2.452
*
```

Computed properties:
ΔE to the lowest compared entry with this formula, charge and spin = 273.1 kJ/mol
Highest occupied orbital energy = -9.741 eV
Gap between HOMO and LUMO = 10.09 eV
SMILES = CCO.CCO.CCO.CCO.CCO.CCO.CCO

***

No. 11
C2H3CeO | the ωB97M-V functional and the def2-TZVPD basis

Geometry as ORCA input:
```
! wB97M-V def2-TZVPD RIJCOSX def2/J DEFGRID3
* xyz 2 2
O -0.614 0.557 0.160
C -0.006 1.670 -0.294
Ce 2.247 0.689 0.179
H -1.588 0.485 0.103
C 0.215 -0.776 -0.005
H -0.090 -1.227 -0.958
H -0.164 -1.398 0.817
*
```

Computed properties:
ΔE to the lowest compared entry with this formula, charge and spin = 396.8 kJ/mol
Highest occupied orbital energy (spin up / spin down) = -17.158 / -17.264 eV
Gap between HOMO and LUMO (spin up / spin down) = 6.72 / 6.97 eV

***

No. 12
C3H7N2 | the ωB97M-V functional and the def2-TZVPD basis

Geometry as ORCA input:
```
! wB97M-V def2-TZVPD RIJCOSX def2/J DEFGRID3
* xyz 1 1
C 0.905 -0.071 0.057
C -0.511 -0.270 0.494
C -1.683 0.184 -0.311
N 0.560 0.638 1.113
N 2.003 -0.436 -0.649
H -0.788 -1.066 1.107
H -2.489 0.737 0.318
H -1.858 -0.790 -0.782
H -1.528 0.917 -1.041
H 0.643 1.537 1.389
H 1.901 -1.443 -0.986
H 2.844 0.065 -0.708
*
```

Computed properties:
ΔE to the lowest compared entry with this formula, charge and spin = 187.5 kJ/mol
Highest occupied orbital energy = -16.042 eV
Gap between HOMO and LUMO = 11.68 eV
SMILES = C[C@@H]1NC1=[NH2+]